Formula: C50H47AsN2O5PSV
Source: OMol25
Level of theory: ωB97M-V/def2-TZVPD

```
108
Properties=species:S:1:pos:R:3:forces:R:3
V -1.049432 -0.059363 0.612216 0.9 2.6 -0.7
O -3.178999 -3.766065 -2.592679 0.3 -0.2 -0.3
C -2.679458 -2.687767 -2.312033 -0.3 0.4 0.3
O -3.011642 -1.905230 -1.356122 -0.1 0.1 0.5
C -1.559169 -2.039475 -3.154642 -0.1 -0.1 0.6
P -1.006411 -0.529435 -2.218359 -0.5 0.0 -1.0
C -2.267432 0.736359 -2.642380 0.0 0.1 0.0
C -1.874087 2.069222 -2.517244 -0.1 -0.1 0.0
C -2.733289 3.107487 -2.835209 0.0 0.1 0.0
C -4.011682 2.824504 -3.295433 0.0 0.0 0.0
C -4.415276 1.504075 -3.416461 -0.1 0.0 0.0
C -3.558332 0.465467 -3.078819 0.0 -0.1 -0.1
C 0.258513 -0.060086 -3.506367 0.1 -0.1 0.3
C 1.571030 -0.486290 -3.305903 -0.1 -0.1 0.0
C 2.544780 -0.302154 -4.277419 0.1 0.0 0.0
C 2.216322 0.308132 -5.478317 0.0 0.0 0.0
C 0.911582 0.733118 -5.693500 0.0 0.0 0.0
C -0.057101 0.555730 -4.716864 0.0 0.0 0.0
H -1.941256 -1.749095 -4.134909 0.0 0.1 0.0
H -0.725611 -2.723196 -3.314954 0.0 0.0 0.0
H -0.863611 2.293354 -2.208077 0.0 0.1 0.0
H -2.395731 4.133263 -2.746712 0.0 0.0 0.0
H -4.684155 3.628283 -3.566331 0.0 0.0 0.0
H -5.411017 1.275820 -3.775520 0.0 0.0 0.0
H -3.904863 -0.555574 -3.158294 0.0 0.0 0.0
H 1.825249 -0.980795 -2.371638 0.0 0.0 0.0
H 3.558830 -0.640760 -4.102630 0.0 0.0 0.0
H 2.965895 0.438629 -6.248173 0.0 0.0 0.0
H 0.646282 1.196749 -6.635675 0.0 0.0 0.0
H -1.068012 0.894679 -4.905683 0.0 0.0 0.0
O 1.103606 -1.469037 0.546357 -0.4 -0.2 0.2
C 0.819356 -2.608070 1.379512 -0.2 -0.1 0.1
C -0.673280 -2.467419 1.763564 1.0 -0.8 0.8
O -1.162666 -3.064007 2.694293 -0.1 0.2 -0.3
O -1.309480 -1.709216 0.931421 -1.7 -3.7 0.2
C 1.795177 -2.623331 2.547409 0.0 0.0 -0.1
C 3.128770 -2.899877 2.247950 -0.1 -0.1 0.1
C 4.089377 -2.923396 3.244110 0.0 0.0 -0.1
C 3.728435 -2.658742 4.557358 0.0 0.0 0.0
C 2.407823 -2.368653 4.860218 0.0 0.1 0.0
C 1.441216 -2.352814 3.862103 0.0 0.0 0.0
C 0.856867 -3.914675 0.594367 0.1 0.0 -0.2
C 0.712393 -3.904538 -0.786866 0.0 0.1 0.0
C 0.693825 -5.096271 -1.495913 0.0 0.0 -0.1
C 0.814729 -6.303326 -0.826820 0.0 0.0 0.0
C 0.946504 -6.316605 0.555226 0.0 0.0 0.0
C 0.961855 -5.128920 1.266967 0.0 0.0 0.0
H 2.040535 -1.496564 0.318214 0.1 0.3 0.0
H 3.413178 -3.129807 1.225773 0.0 0.0 0.0
H 5.117386 -3.154688 2.994784 0.0 0.0 0.0
H 4.474902 -2.686912 5.341024 0.0 0.0 0.0
H 2.122232 -2.153823 5.882109 0.0 0.0 0.0
H 0.410601 -2.156416 4.116628 0.0 0.0 0.0
H 0.610034 -2.957161 -1.301403 0.0 0.0 0.0
H 0.577977 -5.082276 -2.572093 0.0 0.0 0.0
H 0.804671 -7.233463 -1.379696 0.0 0.0 0.0
H 1.034954 -7.258314 1.081469 0.0 0.0 0.0
H 1.057039 -5.138228 2.344832 0.0 0.0 0.0
C 2.331609 5.010885 -2.909110 0.0 0.0 0.0
C 1.916804 5.487243 -1.675099 0.0 0.0 0.0
C 1.333489 4.631873 -0.750883 -0.1 -0.1 0.1
C 1.162810 3.281277 -1.041755 -0.2 -0.3 -0.3
C 1.564968 2.819826 -2.294502 -0.1 -0.1 0.1
C 2.147639 3.672764 -3.218833 0.1 0.0 -0.1
As 0.424191 1.987041 0.287846 1.3 2.1 0.1
C 2.179177 1.407739 0.939197 0.0 -0.3 0.0
C 3.024184 0.846627 -0.020082 -0.1 0.1 -0.1
C 4.211000 0.232077 0.345816 0.1 0.0 0.0
C 4.575565 0.166531 1.683879 0.0 0.0 0.0
C 3.746029 0.721124 2.644608 0.1 0.0 0.0
C 2.555310 1.332633 2.275905 -0.2 0.1 0.0
C -0.196660 3.363238 1.526300 -0.1 0.1 -0.1
C -1.507194 3.791107 1.329792 0.1 -0.1 0.0
C -2.031732 4.831400 2.080174 0.0 0.1 0.0
C -1.246007 5.460529 3.034033 0.0 0.0 0.0
C 0.070550 5.062149 3.214337 0.0 0.0 0.0
C 0.597645 4.028050 2.455067 0.1 -0.2 -0.1
H 2.788085 5.682305 -3.624826 0.0 0.0 0.0
H 2.045109 6.532239 -1.423363 0.0 0.0 0.0
H 1.008490 5.035250 0.195837 0.0 0.0 0.0
H 1.404328 1.785095 -2.570496 0.1 0.2 0.0
H 2.452356 3.287780 -4.183778 0.0 0.0 0.0
H 2.743410 0.874908 -1.066527 0.1 0.0 0.0
H 4.847178 -0.207930 -0.412770 0.0 0.0 0.0
H 5.496125 -0.320576 1.976952 0.0 0.0 0.0
H 4.015065 0.665094 3.691584 0.0 0.0 0.0
H 1.912207 1.734532 3.047300 0.0 -0.1 0.0
H -2.120079 3.308878 0.578743 -0.1 0.1 0.0
H -3.050020 5.156982 1.911540 0.0 0.0 0.0
H -1.653396 6.265352 3.632057 0.0 0.0 0.0
H 0.695774 5.568100 3.938888 0.0 0.0 0.0
H 1.639659 3.758104 2.567580 0.0 0.0 0.0
C -0.778021 0.377546 2.633840 0.4 0.1 0.1
H -1.103354 1.365328 2.962869 0.0 0.0 -0.1
H 0.277155 0.250351 2.904426 0.0 0.0 0.1
H -1.348817 -0.352848 3.216177 -0.1 0.0 -0.1
S -3.225150 0.874593 0.748605 -0.5 0.3 -0.4
C -3.956942 -0.423937 1.602372 -0.3 0.2 0.3
N -4.335273 -0.343050 2.889999 0.0 -0.2 0.0
C -5.085853 -1.534446 3.282042 -0.1 0.0 0.0
C -4.736629 -2.497280 2.134190 0.1 -0.2 0.0
N -4.276734 -1.587017 1.092039 0.6 -0.1 -0.9
H -4.368953 0.526141 3.389425 0.1 0.1 -0.1
H -6.156639 -1.314567 3.328099 0.0 0.0 0.0
H -4.760127 -1.909706 4.250187 0.0 0.0 0.0
H -5.584979 -3.082920 1.787556 0.0 0.0 0.1
H -3.920746 -3.168034 2.415872 0.0 0.0 0.0
H -3.842534 -1.863419 0.158127 -0.4 0.0 0.4
```
Positions in Å, forces in eV/Å.

Properties
- frontier orbital gap (spin up / spin down) (eV) = 7.9971 / 8.3283
- spin multiplicity = 3

***

Formula: C50H47BrClN9OPPb
Source: OMol25
Level of theory: ωB97M-V/def2-TZVPD

```
111
Properties=species:S:1:pos:R:3:forces:R:3
Pb 0.448027 0.875178 1.553623 -0.2 -0.5 0.6
N 0.003604 2.048635 -2.679670 -0.7 -1.2 0.1
C -0.315561 3.441865 -2.899726 0.1 0.2 0.3
C -0.835754 4.245374 -1.684415 0.3 0.1 -0.1
N 0.036636 4.403121 -0.530033 -0.2 -0.1 0.1
C 1.383260 4.860513 -0.728767 0.4 -0.3 -0.1
C 2.433219 3.788587 -1.105502 -0.5 -0.3 0.6
N 2.366939 2.633268 -0.196049 0.1 0.7 0.5
H 0.525760 1.916628 -1.830597 0.4 0.1 0.5
H -0.813541 1.420080 -2.576421 0.5 0.7 -0.2
H -1.077662 3.494283 -3.665622 -0.2 0.1 -0.3
H 0.591770 3.875122 -3.322266 -0.1 0.4 0.0
H -1.713478 3.711198 -1.327679 -0.3 0.2 0.0
H -1.136894 5.266579 -2.009147 0.1 -0.5 0.0
H 0.071278 3.603194 0.084057 -0.3 -0.3 -0.1
H 1.713700 5.304640 0.222221 0.0 0.2 -0.2
H 1.377207 5.617632 -1.516430 0.1 0.2 0.1
H 3.396906 4.279010 -1.087114 0.5 0.2 -0.1
H 2.268197 3.406973 -2.100039 -0.1 0.0 -0.5
H 2.806244 2.848753 0.716748 -0.2 -0.4 -0.8
H 2.793355 1.813516 -0.606890 0.2 0.0 0.2
Br 0.603187 -4.827039 -6.757127 0.5 0.0 0.3
C 1.896192 -4.988012 -5.337271 0.0 -0.4 -0.3
C 1.442436 -5.365300 -4.088801 -1.0 0.2 0.2
C 2.289037 -5.435277 -3.005273 0.7 -0.2 0.3
C 3.646987 -5.253677 -3.222160 0.5 0.5 0.6
C 4.116465 -4.973737 -4.496121 0.8 -0.1 -0.3
C 3.255392 -4.832026 -5.570446 -0.4 0.1 -0.2
N 4.641335 -5.493929 -2.193680 -0.5 -0.1 -0.1
N 4.538185 -5.103244 -1.013932 0.2 0.1 -0.2
C 3.644104 -4.120006 -0.521729 -0.3 0.2 0.3
C 3.192518 -4.313990 0.777411 0.2 0.4 0.1
C 2.372707 -3.410725 1.439347 -0.2 0.5 0.2
C 1.965825 -2.177825 0.885366 0.0 0.1 -0.2
O 1.213454 -1.336787 1.499930 0.3 -0.6 -0.2
C 2.515856 -1.906083 -0.433829 -0.1 -0.1 -0.2
N 2.188093 -0.718594 -0.996064 0.1 0.3 0.0
C 2.676396 -0.398424 -2.172688 -0.4 -0.2 0.5
C 3.553883 -1.207128 -2.884978 0.4 0.0 -0.4
C 3.892233 -2.397046 -2.333783 0.5 -0.8 0.3
C 3.352916 -2.848295 -1.096317 -0.1 0.3 -0.9
H 0.386471 -5.564502 -3.963489 0.0 0.1 0.1
H 1.975975 -5.639541 -1.985029 -0.3 -0.1 -0.3
H 5.201324 -4.893415 -4.637386 -0.5 0.0 0.0
H 3.610928 -4.646888 -6.577879 0.1 0.1 0.2
H 3.561078 -5.163051 1.330416 -0.1 -0.3 -0.1
H 2.099103 -3.554973 2.471671 -0.1 -0.3 0.1
H 2.362405 0.527474 -2.590137 -0.3 0.8 -0.3
H 3.989110 -0.901057 -3.843565 -0.3 0.0 0.4
H 4.635267 -2.994663 -2.836986 0.0 -0.2 0.0
Cl -2.943250 2.107226 0.634944 0.4 0.7 0.1
C -4.311579 1.197888 0.136835 -0.6 0.2 0.2
C -5.545344 1.840064 0.116695 -0.4 0.3 -0.3
C -6.684727 1.118268 -0.191984 1.3 -1.1 0.0
C -6.557558 -0.251213 -0.443062 -0.6 -0.2 0.1
C -5.325168 -0.889211 -0.411588 -0.2 0.1 0.0
C -4.177401 -0.150745 -0.126413 0.5 -0.7 -0.1
P -2.460731 -0.854055 -0.058411 -0.4 -0.3 0.3
C -2.642228 -2.460072 0.820238 -0.2 -0.1 -0.8
C -2.958818 -3.696718 0.235091 0.2 0.8 0.1
C -2.902118 -4.845862 0.987632 -0.1 -0.3 0.3
C -2.526446 -4.781249 2.325522 -0.1 -0.2 0.0
C -2.196104 -3.573490 2.899329 -0.3 -0.4 0.4
C -2.275598 -2.423379 2.144413 0.5 0.5 0.6
C -2.177770 -1.355821 -1.783101 0.0 0.4 -0.2
C -3.001078 -1.048964 -2.879871 0.8 0.1 0.5
C -2.514660 -1.267965 -4.161094 -0.2 0.0 0.1
C -1.267000 -1.826769 -4.366127 0.4 -0.2 -0.1
C -0.427067 -2.103241 -3.279905 -0.6 0.1 -0.2
C -0.879801 -1.843802 -1.986830 0.0 -0.5 -0.7
H -5.638602 2.907185 0.296792 0.3 -0.2 0.1
H -7.647195 1.558717 -0.200738 -0.7 0.5 0.0
H -7.472465 -0.821122 -0.614330 0.3 0.0 -0.1
H -5.254501 -1.967232 -0.576218 0.0 0.3 0.0
H -3.197646 -3.721402 -0.808031 -0.2 -0.1 -0.5
H -3.149159 -5.806054 0.563846 0.0 -0.1 -0.2
H -2.508802 -5.674480 2.933882 0.1 -0.2 -0.1
H -1.906638 -3.539595 3.943410 0.1 0.2 -0.1
H -1.969243 -1.495896 2.607755 -0.1 0.1 0.0
H -3.960240 -0.565853 -2.733035 0.0 -0.1 0.0
H -3.125730 -0.969759 -4.994966 -0.1 -0.1 -0.3
H -0.944742 -2.048494 -5.386366 0.0 0.2 0.3
H 0.563154 -2.492222 -3.479755 0.1 -0.1 0.2
H -0.239483 -2.063528 -1.135039 0.0 0.2 -0.1
C -0.035218 4.772869 3.407128 -0.1 0.4 0.1
N 0.689090 3.542308 3.176519 -0.1 0.1 -0.9
C 1.951309 3.586166 3.285385 0.3 0.6 0.3
C 2.828656 2.485034 3.040206 0.6 0.2 0.2
C 4.215055 2.501021 3.182574 -0.3 0.2 0.1
C 4.693970 1.214567 2.882778 0.1 0.8 0.2
C 3.562527 0.509886 2.551560 -1.0 -1.0 -0.3
N 2.414564 1.247789 2.657460 1.1 -0.5 -0.3
C -1.155334 4.552483 4.383586 -0.5 -0.8 0.2
C -1.491576 3.243224 4.733392 0.7 0.2 -0.4
C -2.546268 2.958388 5.561515 0.0 -0.4 0.5
C -3.317619 3.980218 6.061494 -0.4 0.5 0.2
C -2.992017 5.300475 5.740047 -0.3 -0.6 0.5
C -1.897074 5.580880 4.956065 0.0 -0.2 -0.7
H -0.422302 5.182475 2.447240 0.1 -0.4 0.4
H 0.606987 5.557371 3.831556 0.2 0.0 -0.1
H 2.440034 4.531566 3.607003 0.0 -0.4 -0.1
H 4.740918 3.368937 3.506186 0.5 0.4 0.2
H 5.721851 0.878710 2.950485 -0.3 -0.1 -0.2
H 3.495737 -0.524359 2.252180 0.0 0.0 0.0
H -0.883274 2.424069 4.382446 0.0 0.0 -0.1
H -2.690575 1.925708 5.863958 -0.2 0.1 -0.2
H -4.160749 3.752709 6.711913 0.1 0.2 -0.1
H -3.591736 6.102151 6.128311 -0.2 0.3 0.1
H -1.682273 6.600773 4.702718 0.2 0.5 -0.1
N -0.999006 -0.418816 4.649208 -0.1 -0.1 0.3
C -0.412014 0.035856 3.761814 0.1 0.3 -0.7
```
Positions in Å, forces in eV/Å.

Properties
- frontier orbital gap (eV) = 6.8937
- total charge = -1